Entry 1:
Here is an isolated molecule of C7H8O5 from the OMol25 dataset. Energies are from ωB97M-V/def2-TZVPD.

Each line ends with the Mulliken charge.
CARTESIAN COORDINATES (ANGSTROEM)
H  0.197  -1.920  0.742  0.300
H  0.897  -2.411  -0.802  0.390
O  -1.254  2.740  -0.903  -0.541
O  1.862  1.231  1.070  -0.462
H  1.726  2.023  1.609  0.387
C  -1.606  1.841  0.057  -0.349
O  1.711  0.083  -1.473  -0.573
H  -3.092  -0.109  1.109  0.284
C  0.720  0.822  0.535  0.262
O  -2.583  -1.733  0.017  -0.482
C  0.754  -0.284  -0.542  0.964
C  -0.555  1.148  0.829  -0.354
C  -2.436  -0.585  0.351  -0.293
C  -1.423  0.332  -0.161  0.834
H  1.772  -0.604  -2.146  0.366
H  1.947  -1.744  0.473  0.372
C  0.966  -1.690  0.009  -1.374
H  -0.581  2.346  -1.479  0.400
H  -2.516  2.150  0.557  0.352
O  -0.547  -0.141  -1.145  -0.481

Forces on the atoms, in the same order (eV/Å):
-0.05 -0.06 0.04
-0.01 -0.08 -0.07
0.04 0.37 -0.54
0.25 0.32 -0.52
-0.14 -0.13 0.04
-0.15 -0.26 0.15
0.11 0.06 -0.09
-0.06 -0.10 0.02
-0.84 -0.67 0.32
0.05 0.08 -0.03
0.15 -0.13 0.34
0.03 -0.35 0.17
-0.30 -0.10 0.36
1.15 0.66 -0.12
0.01 -0.02 0.04
0.07 -0.03 0.05
-0.12 0.38 -0.17
-0.05 -0.04 0.10
-0.03 -0.01 -0.03
-0.09 0.09 -0.07

LUMO energy: 0.0064 Ha
SMILES string: C[C@@]1(O)O[C@@]2(C=O)C(=C1O)[C@H]2O
HOMO: -8.71 eV
gap between HOMO and LUMO: 8.89 eV

Entry 2:
Here is a cluster of 2 separate species, C3H11N2 in total from the OMol25 dataset. Energies are from ωB97M-V/def2-TZVPD.

Each line ends with the Mulliken charge.
CARTESIAN COORDINATES (ANGSTROEM)
H  0.773  2.285  0.880  0.327
C  0.919  0.779  -0.437  -0.343
C  -0.322  -1.071  0.659  -1.243
N  0.445  -1.416  -1.631  -0.519
H  1.849  0.431  0.050  0.395
H  -4.613  3.290  7.096  0.003
H  -1.081  -1.837  0.516  0.388
H  -0.949  0.072  -0.992  0.311
H  0.581  -1.399  1.172  0.372
H  -0.807  -0.176  1.116  0.438
H  -0.198  -1.199  -2.429  0.318
H  0.289  -2.410  -1.401  0.319
H  -4.860  2.628  6.874  -0.003
C  -0.013  -0.456  -0.690  0.070
H  1.030  1.212  -1.451  0.364
N  0.159  1.630  0.371  -0.197

Forces on the atoms, in the same order (eV/Å):
0.07 -0.53 0.69
-0.17 0.10 2.62
-0.17 1.02 -0.27
-2.15 0.86 -1.23
0.43 0.86 -0.65
0.02 0.04 0.01
0.25 -0.23 0.26
0.50 -0.32 -0.31
-0.25 -0.07 0.33
0.30 -0.42 0.70
1.47 -0.89 0.05
0.45 0.80 0.28
-0.02 -0.04 -0.01
-1.61 -1.20 -0.34
-0.10 0.05 0.01
0.98 -0.03 -2.13

LUMO energy: -0.3289 Ha
HOMO: -14.87 eV
gap between HOMO and LUMO: 5.92 eV
charge: +1

Entry 3:
Here is an isolated molecule of C3H6N2O from the OMol25 dataset. Energies are from ωB97M-V/def2-TZVPD.

Each line ends with the Mulliken charge.
CARTESIAN COORDINATES (ANGSTROEM)
N  -1.920  -0.640  0.105  -0.434
H  1.807  -0.892  0.863  0.265
H  -0.480  -2.085  0.114  0.356
H  0.854  1.826  -0.480  0.243
H  2.439  -0.256  -0.739  0.247
O  -2.015  0.705  -0.192  -0.371
C  -0.710  -1.025  -0.097  0.100
C  1.645  -0.265  -0.021  -0.379
H  0.335  1.094  1.120  0.191
C  0.749  0.929  0.126  -0.308
H  -3.002  0.860  -0.192  0.362
N  0.298  -0.250  -0.607  -0.272

Forces on the atoms, in the same order (eV/Å):
1.19 -0.92 -0.05
-0.08 0.26 -0.27
-0.28 0.62 -0.18
0.20 -0.22 0.14
0.32 0.00 -0.25
-2.14 1.07 -0.25
-0.86 -0.99 0.64
-0.85 0.05 0.23
-0.04 -0.07 -0.24
0.04 -0.14 -0.04
1.67 -0.20 0.08
0.82 0.54 0.19

LUMO energy: 0.0388 Ha
SMILES string: O/N=C\N1CC1
HOMO: -8.77 eV
gap between HOMO and LUMO: 9.83 eV

Entry 4:
Here is a structure of composition C45H44BrN6O5PSSn from the OMol25 dataset. Energies are from ωB97M-V/def2-TZVPD.

Each line ends with the Mulliken charge.
CARTESIAN COORDINATES (ANGSTROEM)
C  -0.180  5.042  0.440  -0.160
H  -0.030  3.390  -2.394  0.722
C  -3.756  -1.068  1.772  -0.019
C  4.779  -0.512  0.562  0.293
C  3.453  -1.811  2.023  0.396
C  -4.492  2.728  2.787  -0.470
C  1.440  -5.778  0.272  -1.238
N  -0.448  4.759  -0.861  -0.621
C  -1.006  0.946  6.341  -0.485
H  -5.219  -4.191  0.112  0.296
H  3.795  -1.633  4.121  0.406
C  -0.412  1.380  -5.974  -1.487
C  -2.218  0.254  6.286  -0.489
H  0.299  -2.270  -4.187  0.197
C  0.744  4.294  1.205  -0.031
C  -3.855  1.955  1.794  0.533
C  -3.645  2.602  0.552  -0.092
H  1.692  -2.019  4.062  0.363
H  -1.076  1.707  -6.809  0.426
H  -0.458  0.968  7.304  0.351
N  -0.001  -0.267  -4.240  0.486
H  -3.655  -0.728  5.020  0.327
H  -0.496  -5.371  2.315  0.396
H  -2.776  -3.679  -0.170  0.502
C  1.315  3.135  0.668  -0.101
C  5.531  -0.118  1.685  -0.724
N  4.430  -0.741  -1.835  -0.324
C  -5.616  -2.495  1.336  -0.675
H  2.069  2.584  1.278  0.418
C  1.035  2.838  -0.680  0.069
H  -2.706  -0.113  7.211  0.360
C  -2.812  -0.019  5.089  -0.344
C  -0.902  0.050  -5.331  1.458
C  1.461  -2.737  3.298  -0.831
H  6.393  0.500  1.486  0.396
C  4.014  -0.948  -4.249  -1.481
C  -2.902  -1.804  0.976  0.510
H  4.708  -0.965  -5.114  0.514
H  -5.739  -0.878  2.638  0.586
H  -3.118  2.024  -0.264  0.214
C  -3.434  -3.007  0.404  -0.875
C  0.277  -4.612  2.303  -0.732
C  -4.752  -3.287  0.594  -0.523
H  5.518  1.076  -4.409  0.520
C  6.130  1.465  -2.376  -0.729
C  5.096  -0.092  -0.831  0.893
C  1.214  -4.618  1.272  0.639
C  -5.093  -1.438  2.029  -0.871
H  -0.605  5.974  0.818  0.399
H  -6.685  -2.665  1.280  0.417
H  -0.802  -1.697  -3.046  0.105
Sn  2.190  -1.348  -1.026  0.480
H  -3.982  4.326  -0.681  0.372
O  -0.188  -1.597  0.777  0.218
H  0.410  0.458  -3.711  0.062
N  3.665  -1.313  0.732  0.091
H  1.373  -5.256  -0.666  0.280
H  0.157  -1.207  -6.822  0.335
N  0.006  -1.485  -3.612  -0.438
H  -2.678  -0.636  -4.252  0.263
H  5.515  0.141  3.795  0.423
C  -2.321  0.552  3.913  0.524
P  -3.133  0.466  2.317  0.387
H  -1.317  -2.007  -6.065  0.357
H  2.997  -0.484  -4.514  0.132
C  4.139  -1.379  3.133  -0.480
C  -4.092  3.909  0.327  -0.628
C  -0.450  1.478  5.150  -0.667
H  2.465  -6.228  0.454  0.283
H  -4.910  5.717  1.233  0.414
C  2.299  -2.786  2.164  0.810
C  0.413  -3.653  3.332  -0.772
H  3.740  -1.996  -4.026  0.221
H  6.340  1.569  -0.207  0.258
N  2.187  -3.700  1.207  -0.341
H  -4.839  2.258  3.700  0.362
S  -1.426  -0.948  0.389  0.454
C  -1.123  1.271  3.938  -0.487
C  -4.614  4.689  1.358  -0.487
H  -0.798  1.712  3.028  0.414
H  0.600  -6.429  0.423  0.413
C  4.633  -0.282  -3.082  1.281
C  5.905  1.042  -1.063  -0.971
O  1.432  1.402  -2.509  -0.866
O  1.785  0.610  -0.351  -0.197
C  -4.787  4.077  2.606  -0.704
O  -1.749  0.315  1.351  0.084
H  6.796  2.281  -2.611  0.422
H  -2.509  1.215  -4.354  0.269
H  -1.366  -0.627  -7.323  0.487
C  5.083  -0.394  2.950  -0.912
Br  1.409  4.820  2.926  -0.188
H  -0.376  -3.614  4.038  0.501
C  0.147  3.676  -1.377  -0.584
C  -2.347  0.251  -4.860  -1.400
C  1.439  1.533  -1.257  0.787
H  0.485  2.009  5.140  0.445
C  -0.885  -1.044  -6.443  -1.745
H  0.638  1.303  -6.249  0.347
O  -1.619  -0.646  -1.010  -0.357
H  -3.035  0.180  -5.720  0.407
H  -0.501  2.177  -5.190  0.192
H  -5.132  4.682  3.424  0.428
C  5.425  0.833  -3.388  -0.871

Forces on the atoms, in the same order (eV/Å):
0.91 -0.05 -0.48
-0.36 0.21 -0.50
-0.39 -0.59 -0.10
0.38 -0.04 -1.66
-1.06 0.03 -1.02
-0.44 0.46 0.26
0.09 1.54 1.55
0.44 -0.55 1.07
0.72 0.26 -0.41
0.80 0.96 0.39
0.12 -0.37 0.06
-0.80 0.38 1.11
0.21 -0.38 1.33
-0.14 0.36 0.02
-0.08 -0.25 -0.66
0.26 1.79 -0.13
0.31 -0.92 -0.89
-0.40 0.21 0.25
0.64 -0.43 0.46
-0.44 0.40 -0.74
0.12 -0.44 -1.61
0.21 0.71 0.17
-0.06 0.14 0.15
-0.48 0.44 0.19
0.48 0.56 -0.11
-0.54 0.63 -0.56
-0.46 0.49 -0.07
0.06 0.11 -0.10
-0.89 0.20 -0.77
-0.94 0.27 1.59
0.61 0.11 -0.62
-1.01 -0.49 -1.14
-0.12 0.35 -0.77
0.00 -0.90 -1.03
0.02 0.16 0.33
-1.99 -0.89 -0.67
-1.15 -1.68 -1.17
-0.62 0.21 0.44
-0.44 1.06 0.78
-0.65 0.87 0.91
2.14 0.71 0.17
0.57 0.48 -0.01
-1.38 -1.95 -1.00
0.22 0.43 -0.92
-0.35 -0.02 1.48
-0.46 0.08 2.51
1.33 -0.81 0.46
0.92 -0.48 -1.16
-0.02 -0.40 0.06
0.11 -0.21 0.39
-0.32 -0.06 -0.05
0.93 -0.65 0.12
0.07 -0.11 0.44
-1.19 0.68 -0.15
0.26 0.70 0.44
0.00 -0.67 1.28
0.24 -0.40 -0.84
-0.60 -0.10 0.70
0.22 -0.60 0.45
0.42 0.97 -0.03
0.14 -0.41 -0.12
0.62 -0.01 -0.30
-1.13 0.39 1.97
0.23 0.81 -0.65
1.49 -0.31 0.16
-1.88 -0.37 -0.55
0.17 -0.09 -0.50
-0.89 -0.85 0.46
-1.45 0.44 -0.33
0.06 0.14 -0.23
0.61 0.29 0.46
0.31 -0.10 -1.45
0.32 0.33 0.02
-0.10 -0.25 -0.53
-0.25 0.41 0.01
0.44 -0.02 0.15
-0.69 -0.02 1.03
-0.50 0.25 1.37
0.21 -1.07 0.36
0.60 0.28 -0.51
-0.05 -0.88 -0.33
0.55 1.11 -0.48
0.64 0.16 -0.83
0.32 -0.22 2.76
-0.49 1.66 -1.74
0.32 -0.23 -0.63
2.20 -0.55 -2.23
-0.02 0.16 0.17
0.10 -0.50 0.09
-0.70 -0.33 0.03
2.04 1.15 0.06
-0.59 0.09 -0.40
-0.31 0.08 0.99
0.59 -0.17 0.81
-0.84 -1.16 -0.24
0.78 -1.10 -1.31
0.19 0.11 0.16
1.09 -0.03 0.60
-0.04 0.03 -0.29
0.11 0.14 1.04
0.19 0.40 0.11
0.22 -0.50 -0.60
-0.36 -0.08 0.29
-0.32 -1.61 0.93

LUMO energy (alpha / beta): -0.0072 / -0.0026 Ha
HOMO (alpha / beta): -5.23 / -4.63 eV
gap between HOMO and LUMO (alpha / beta): 5.04 / 4.56 eV

Entry 5:
Here is an isolated molecule of C4H5NO from the OMol25 dataset. Energies are from ωB97M-V/def2-TZVPD.

Each line ends with the Mulliken charge.
CARTESIAN COORDINATES (ANGSTROEM)
N  2.882  -0.606  -0.302  -0.459
H  -1.930  1.155  -0.341  0.300
H  -2.334  0.135  1.068  0.266
C  0.612  0.508  -0.219  -0.715
H  3.570  -0.371  0.400  0.288
H  -2.463  -0.536  -0.562  0.277
C  -1.888  0.144  0.071  -0.984
C  -0.481  -0.390  0.179  0.830
C  1.814  -0.041  -0.219  0.502
H  0.482  1.516  -0.597  0.276
O  -0.264  -1.534  0.539  -0.580

Forces on the atoms, in the same order (eV/Å):
-0.49 0.70 -0.31
0.00 -0.13 0.07
-0.02 0.01 -0.10
0.12 -0.12 -0.09
0.16 -0.34 0.37
0.02 0.08 0.09
-0.10 0.03 0.00
-0.05 -0.28 0.09
0.60 -0.09 -0.13
-0.07 -0.23 0.00
-0.19 0.38 0.00

LUMO energy: 0.0286 Ha
SMILES string: CC(=O)C=C=N
HOMO: -9.49 eV
gap between HOMO and LUMO: 10.27 eV

Entry 6:
Here is a structure of composition C27H54BF2N8NaO6PS2Si from the OMol25 dataset. Energies are from ωB97M-V/def2-TZVPD.

Each line ends with the Mulliken charge.
CARTESIAN COORDINATES (ANGSTROEM)
H  0.214  -4.880  1.294  0.380
P  0.503  -1.996  -2.930  -0.899
C  -1.108  0.691  2.575  0.183
C  -1.352  2.268  4.409  -0.697
H  -4.697  0.081  1.453  0.303
H  2.178  -0.640  -4.941  0.173
C  3.048  -2.217  -2.141  -1.010
C  6.482  2.111  0.165  -0.932
C  8.643  3.941  -2.924  -1.364
H  -1.598  -3.382  -2.049  0.220
C  8.199  2.849  -1.962  -0.294
H  2.532  -2.209  -1.181  0.058
C  1.063  -4.586  -3.719  -1.143
O  0.037  -1.440  -1.649  -0.234
H  7.833  4.197  -3.604  0.353
H  0.593  -4.641  3.897  0.246
H  -1.400  -1.862  -5.901  0.305
C  3.472  0.842  -0.110  -0.171
N  2.334  1.082  -0.726  1.129
C  -0.609  0.089  -4.197  -0.800
H  3.064  -4.161  2.158  0.218
H  5.932  0.055  0.248  0.473
C  3.590  0.495  1.328  -1.132
N  0.034  1.345  2.198  0.390
H  1.971  -1.960  3.335  0.388
F  -2.303  2.687  -1.776  -0.247
H  9.010  2.522  -1.309  0.400
H  -2.097  -2.048  4.330  0.258
C  -0.381  -1.961  -5.514  -1.042
C  0.418  2.447  2.835  0.546
C  2.098  -4.634  2.353  -0.535
H  1.250  -5.476  -3.108  0.264
C  2.699  -1.480  -4.481  -1.089
H  2.596  0.559  1.764  -0.343
Si  -2.781  -1.396  2.013  -0.159
C  -0.229  2.959  3.951  -0.788
N  2.130  -1.809  -3.188  1.298
N  4.540  0.972  -0.944  1.111
Na  0.131  0.087  -0.038  0.835
C  1.487  -4.069  3.635  -0.640
H  -3.356  -3.425  0.645  0.484
B  -1.028  2.317  -1.404  -0.121
H  -0.987  -5.040  -2.029  0.330
C  5.917  0.852  -0.497  -1.349
H  0.299  -1.504  -6.244  0.310
H  2.169  -4.119  4.486  0.378
H  -2.683  0.635  4.075  0.224
H  0.323  -2.210  3.946  0.277
C  -1.072  -4.133  -2.635  -1.158
H  2.260  -5.713  2.408  0.417
C  -4.497  -0.638  2.250  -1.246
H  1.711  2.932  1.207  0.090
H  9.489  3.586  -3.511  0.389
O  5.777  3.815  -1.713  -0.588
H  -4.610  -0.117  3.202  0.341
H  3.877  -1.508  -2.084  0.146
H  -3.528  -1.936  -0.294  0.382
H  -1.925  -2.585  0.005  -0.393
H  1.501  -4.256  0.242  0.064
H  7.782  2.001  -2.499  0.243
H  6.525  0.529  -1.334  0.623
C  1.107  -2.627  3.318  -0.944
O  1.565  -1.664  0.877  -0.567
C  1.628  3.149  2.271  -1.380
C  -2.911  -2.445  0.450  -0.569
H  -0.149  -3.023  -5.447  0.220
C  3.995  1.327  -2.174  -0.641
H  3.950  -0.529  1.447  0.349
H  -1.618  0.243  -4.588  0.389
F  -0.223  3.401  -1.749  -0.261
C  -1.794  1.156  3.743  -0.720
H  0.092  0.666  -4.814  0.308
N  -1.493  -0.329  1.821  0.447
H  2.542  2.823  2.777  0.173
H  0.582  -4.924  -4.648  0.312
H  8.946  4.837  -2.383  0.358
N  4.708  1.451  -3.388  1.382
O  5.883  1.089  -3.430  -0.743
H  -0.595  0.470  -3.172  -0.265
H  -1.839  -3.398  3.218  0.164
C  2.640  1.404  -2.003  -0.947
H  2.023  -4.142  -3.972  0.255
N  0.248  -3.645  -2.990  0.819
O  4.129  1.933  -4.334  -0.680
H  1.546  4.228  2.404  0.536
C  1.110  -4.256  1.259  -0.560
S  6.916  3.481  -0.900  1.258
H  5.770  2.551  0.867  0.285
S  0.562  -2.543  1.577  0.823
H  -3.459  -3.048  3.815  0.440
N  -0.287  -1.332  -4.218  0.614
H  3.471  -3.216  -2.321  0.292
C  -2.526  -2.588  3.482  -0.972
H  3.739  -1.182  -4.339  0.479
H  2.694  -2.320  -5.190  0.216
H  4.260  1.178  1.856  0.487
O  7.502  4.483  -0.046  -0.699
H  1.882  1.662  -2.723  0.490
H  -1.890  2.622  5.284  0.381
H  0.118  3.866  4.426  0.429
H  -5.262  -1.420  2.203  0.356
H  -1.666  -4.371  -3.527  0.243
H  7.389  1.870  0.719  0.590

Forces on the atoms, in the same order (eV/Å):
-0.01 -0.02 0.02
-0.09 -0.04 0.01
0.05 0.05 0.09
0.01 0.02 0.03
0.01 0.02 -0.02
-0.02 -0.03 0.01
-0.01 -0.07 -0.03
-0.02 -0.02 -0.05
-0.01 0.05 0.00
0.00 -0.01 -0.02
0.03 -0.02 0.06
-0.02 0.01 0.06
0.03 -0.02 0.03
0.02 -0.32 -0.20
-0.01 0.02 0.00
0.00 -0.01 0.01
0.01 0.01 0.00
0.06 0.13 -0.06
0.00 0.01 0.05
-0.04 0.01 0.00
0.00 0.01 0.00
0.02 0.03 -0.02
0.00 -0.05 0.04
0.03 -0.01 -0.01
-0.01 0.01 0.01
-0.13 -0.03 0.05
-0.01 0.01 0.02
-0.02 0.01 0.04
-0.02 -0.03 -0.01
0.05 0.03 0.03
0.00 -0.02 0.01
0.00 0.00 0.00
0.00 0.01 -0.02
-0.02 -0.03 0.01
-0.05 0.00 -0.09
-0.02 -0.01 -0.02
-0.01 0.06 -0.01
-0.02 -0.05 -0.05
-0.39 0.63 0.12
0.00 0.00 0.00
-0.03 -0.03 0.01
0.14 0.06 -0.25
0.00 -0.01 0.00
-0.01 0.02 -0.02
0.00 -0.01 0.00
0.01 0.00 -0.01
0.00 -0.01 0.01
-0.01 0.00 0.00
-0.01 -0.01 0.02
0.00 0.01 0.00
0.03 -0.02 0.03
0.00 0.00 -0.01
-0.01 -0.01 -0.01
-0.03 -0.06 -0.02
-0.01 0.00 0.02
0.05 0.06 0.01
0.00 0.03 -0.02
0.05 0.00 0.03
0.00 -0.02 0.00
-0.03 -0.08 -0.03
0.04 0.01 -0.05
0.01 0.06 0.00
0.01 -0.21 0.33
-0.01 0.06 0.01
-0.04 0.02 0.04
0.00 0.01 -0.01
0.00 -0.07 0.08
0.01 -0.02 0.03
0.01 0.00 -0.01
0.08 -0.02 0.06
-0.02 -0.04 0.01
0.00 0.03 0.01
0.15 -0.22 0.06
0.00 -0.01 0.00
0.01 0.01 0.01
0.01 0.00 -0.01
0.15 0.49 0.29
0.22 -0.28 0.14
0.01 0.03 0.00
0.03 -0.01 0.00
-0.01 -0.10 0.00
0.00 -0.01 -0.01
-0.01 0.05 -0.05
-0.30 -0.04 -0.31
0.01 0.00 0.01
0.07 0.01 0.04
-0.05 -0.03 -0.04
0.00 0.01 -0.04
0.07 0.02 -0.39
-0.04 -0.01 -0.02
0.08 -0.04 0.00
-0.01 0.01 0.02
0.01 0.02 -0.03
0.01 0.04 0.01
0.02 0.00 0.01
-0.02 -0.02 -0.02
0.02 0.00 0.04
-0.05 -0.01 -0.02
0.00 0.00 0.00
0.00 0.01 0.00
-0.02 -0.01 -0.01
-0.01 0.00 0.01
0.02 -0.01 0.00

LUMO energy: 0.0627 Ha
HOMO: -2.49 eV
gap between HOMO and LUMO: 4.20 eV
charge: -1

Which energy above the lowest of the compared OMol25 structures with the same formula, charge and spin belongs to each record? In order, 72.5; 156.5; 87.7; 112.5; 28.7; 19.6 kcal per mole.
Which maximum force belongs to each record? In order, 1.33; 2.63; 2.40; 3.18; 0.91; 0.75 eV/A.